Record 1
Formula: C25H19CoN5O4Se
Source: the OMol25 dataset
Level of theory: ωB97M-V with the def2-TZVPD basis set

As for the spin multiplicity: 2. As for the LUMO energy (spin up / spin down): -1.38 / -1.37 eV. As for the expectation value of S²: 0.95. The energy relative to the best compared isomer or geometry (same formula, charge and spin) is 55.1 kJ/mol. For the gap between HOMO and LUMO (spin up / spin down), the calculation gives 5.5 / 5.6 eV.

The geometry in XYZ format:
```
55
C25H19CoN5O4Se (ωB97M-V with the def2-TZVPD basis set)
Co -0.402 -0.560 -0.614
O 2.504 2.131 2.389
C 1.594 1.256 1.908
O 1.066 1.422 0.820
C 1.356 0.133 2.777
C 2.179 -0.280 3.781
C 2.172 -1.620 4.234
C 1.575 -2.565 3.411
C 0.747 -2.191 2.369
N 0.310 -0.809 2.432
C 0.414 -2.916 1.192
O 0.671 -4.232 1.117
O -0.131 -2.428 0.197
H 2.577 2.826 1.724
H 2.932 0.412 4.138
H 2.820 -1.931 5.042
H 1.867 -3.606 3.523
H 1.009 -4.552 1.959
C -3.552 3.692 -2.339
C -3.571 2.824 -1.259
C -2.542 1.913 -1.074
C -1.486 1.882 -1.973
C -1.463 2.753 -3.065
C -2.492 3.653 -3.242
N -0.436 0.937 -1.754
N 0.545 1.121 -2.488
C 1.616 0.266 -2.212
C 2.802 0.434 -2.903
C 3.899 -0.312 -2.520
C 3.777 -1.202 -1.464
C 2.544 -1.338 -0.853
N 1.482 -0.631 -1.236
H -4.366 4.391 -2.489
H -4.399 2.837 -0.561
H -2.559 1.227 -0.239
H -0.641 2.704 -3.764
H -2.477 4.322 -4.093
H 2.837 1.160 -3.705
H 4.846 -0.195 -3.031
H 4.619 -1.785 -1.118
H 2.398 -2.035 -0.041
Se -2.067 -1.681 -1.942
C -3.548 -0.523 -2.278
C -4.591 -0.465 -1.352
C -5.701 0.340 -1.589
C -5.779 1.100 -2.750
C -4.746 1.044 -3.678
C -3.640 0.235 -3.446
H -4.521 -1.051 -0.445
H -6.507 0.372 -0.865
H -6.641 1.734 -2.930
H -4.803 1.630 -4.589
H -2.838 0.184 -4.174
N -1.762 -0.222 1.207
C -0.794 -0.464 1.809
```



Record 2
Formula: H14O7
Source: the OMol25 dataset
Level of theory: ωB97M-V with the def2-TZVPD basis set

As for the spin multiplicity: 1. As for the LUMO energy: 0.11 eV. As for the SMILES: O.O.O.O.O.O.O. The energy relative to the best compared isomer or geometry (same formula, charge and spin) is 263.6 kJ/mol. For the gap between HOMO and LUMO, the calculation gives 11.0 eV.

The geometry in XYZ format:
```
21
H14O7 (ωB97M-V with the def2-TZVPD basis set)
O 3.790 1.305 1.856
H 3.849 1.131 2.830
H 3.292 2.118 1.828
O 1.937 0.354 -3.791
H 1.442 0.084 -2.966
H 2.851 0.394 -3.401
O 2.388 4.469 -2.242
H 3.263 4.385 -2.309
H 2.035 4.150 -3.135
O -4.170 -4.693 1.674
H -4.411 -5.501 1.194
H -4.971 -4.152 1.719
O -3.280 -0.814 0.165
H -3.161 -1.800 0.264
H -3.757 -0.570 0.933
O -1.464 0.370 2.986
H -0.989 0.798 2.333
H -1.398 -0.508 2.652
O 0.877 -0.619 -1.199
H 0.149 -0.400 -0.727
H 1.728 -0.499 -0.663
```



Record 3
Formula: C5H4O2
Source: the OMol25 dataset
Level of theory: ωB97M-V with the def2-TZVPD basis set

As for the spin multiplicity: 1. As for the LUMO energy: 0.41 eV. As for the SMILES: O=c1cccco1. The energy relative to the best compared isomer or geometry (same formula, charge and spin) is 113.8 kJ/mol. For the gap between HOMO and LUMO, the calculation gives 9.5 eV.

The geometry in XYZ format:
```
11
C5H4O2 (ωB97M-V with the def2-TZVPD basis set)
O 2.247 -1.501 -0.311
C 1.292 -0.818 -0.094
C 1.172 0.629 0.054
C -0.065 1.141 -0.067
C -1.193 0.346 -0.457
C -1.105 -0.900 0.046
O 0.087 -1.470 0.279
H 2.067 1.148 0.380
H -0.497 2.000 0.440
H -2.088 0.850 -0.801
H -1.918 -1.427 0.532
```